# 1
DFT (ωB97M-V/def2-TZVPD) results for an isolated molecule of C5H11BrNP.

Structure (XYZ):
```
19
C5H11BrNP | OMol25 | ωB97M-V/def2-TZVPD
Br 3.09 0.78 -0.58
P 0.92 0.35 -1.09
N 0.18 -0.49 0.30
C -0.45 2.43 1.58
C -0.97 2.16 0.19
C 0.31 -3.10 -0.20
C -0.59 -1.73 -0.09
C 0.06 2.08 -1.12
H -1.20 -1.59 -1.09
H -0.68 1.57 2.38
H 0.17 3.39 1.86
H 0.85 2.96 -1.09
H 0.54 -3.32 -1.35
H 1.28 -2.98 0.45
H -2.13 1.96 -0.02
H 0.85 -0.65 1.09
H -1.38 -1.92 0.78
H -0.33 -4.04 0.16
H -0.53 2.17 -2.14
```

Summary:
SMILES   C=CCP(Br)NCC
HOMO   -8.0 eV
E_tot   -86180.1410 eV
HOMO-LUMO gap   7.983 eV
Strongest force on any atom   3.618 eV/A

***

# 2
DFT (ωB97M-V/def2-TZVPD) results for a cluster of 2 separate species, C5H11Cl3NP in total.

Structure (XYZ):
```
21
C5H11Cl3NP | OMol25 | ωB97M-V/def2-TZVPD
Cl 1.29 1.99 3.08
Cl 3.51 2.39 0.92
Cl 1.96 4.88 2.03
P 1.57 3.03 1.31
N 0.52 3.01 0.23
C -0.12 0.51 -0.07
C 1.17 -0.18 -0.16
C -0.98 0.35 1.11
C -2.02 -0.77 0.88
C 2.03 0.24 -1.34
H 2.18 1.31 -1.32
H 1.73 -0.06 0.78
H -2.62 -0.57 0.00
H 1.55 -0.02 -2.28
H 3.00 -0.25 -1.30
H -2.67 -0.83 1.75
H -1.53 1.28 1.28
H -0.56 0.90 -0.97
H -0.39 0.12 2.00
H 0.94 -1.26 -0.23
H -1.52 -1.73 0.76
```

Summary:
HOMO (alpha / beta)   -8.9 / -8.9 eV
E_tot   -53708.7623 eV
HOMO-LUMO gap (alpha / beta)   7.580 / 7.581 eV
Strongest force on any atom   1.878 eV/A
Energy relative to the best compared isomer or geometry (same formula, charge and spin)   31.5 kcal/mol

***

# 3
DFT (ωB97M-V/def2-TZVPD) results for a structure of composition C5H11ClF3IrO3STi.

Structure (XYZ):
```
26
C5H11ClF3IrO3STi | OMol25 | ωB97M-V/def2-TZVPD
Ir 1.41 1.01 1.02
Ti -1.04 -1.42 -2.09
Cl -0.04 -0.04 -0.61
S 0.90 3.32 2.28
F -0.79 2.98 4.34
F 1.27 3.56 4.88
F 0.82 1.50 4.26
O 0.89 4.73 2.04
O 2.21 2.55 2.12
O 0.07 2.44 1.36
C -0.31 -1.12 -3.84
C 2.59 -0.45 1.02
C -0.90 -3.47 -1.71
C 0.51 2.80 4.06
C -3.01 -0.78 -2.08
H -1.18 -3.93 -2.68
H 2.16 -1.07 1.84
H -3.60 -1.19 -1.25
H 0.14 -3.74 -1.48
H 0.45 -1.76 -4.30
H 2.53 -0.96 0.06
H -1.59 -3.82 -0.93
H -3.44 -1.08 -3.04
H -0.68 -0.32 -4.50
H 3.58 -0.07 1.27
H -2.98 0.32 -2.03
```

Summary:
HOMO (alpha / beta)   -1.6 / -4.4 eV
2S+1   6
E_tot   -68961.7955 eV
HOMO-LUMO gap (alpha / beta)   4.364 / 5.290 eV
Strongest force on any atom   4.676 eV/A
Net charge   -1

***

# 4
DFT (ωB97M-V/def2-TZVPD) results for a cluster of 2 separate species, C5H11ClFNS in total.

Structure (XYZ):
```
20
C5H11ClFNS | OMol25 | ωB97M-V/def2-TZVPD
Cl -1.17 2.07 0.44
S 1.34 -1.53 -1.72
F 1.72 0.43 0.05
N -1.27 -1.96 1.01
C 0.51 2.51 0.16
C -2.56 -1.66 1.74
C 1.31 1.53 -0.66
C -0.48 -0.88 0.25
C 0.72 -1.55 -0.32
H 0.80 1.19 -1.56
H -0.13 -0.14 0.98
H 1.32 -1.87 0.67
H 2.28 1.94 -0.88
H -2.99 -2.71 1.97
H -1.17 -0.29 -0.57
H -3.12 -1.02 0.90
H -2.35 -1.05 2.82
H 0.60 3.54 -0.26
H -1.41 -2.75 0.25
H 1.03 2.59 1.18
```

Summary:
SMILES   CNCC=S.FCCCl
HOMO   -8.4 eV
E_tot   -32924.7238 eV
HOMO-LUMO gap   8.664 eV
Strongest force on any atom   5.780 eV/A
Energy relative to the best compared isomer or geometry (same formula, charge and spin)   63.0 kcal/mol

***

> Which value of E_tot does entry 4 give?

-32924.7238 eV

***

> Which formula does entry 3 have?

C5H11ClF3IrO3STi

***

> Which of these has the lowest E_tot?

C5H11BrNP

***

> What is the E_tot in the third record?

-68961.7955 eV